{"formula": "C26H50GaP2Si", "method": "wB97M-V/def2-TZVPD", "total_charge": 1, "fmax_ev_per_a": 2.626, "elements": ["Ga", "C", "C", "C", "C", "C", "C", "H", "H", "H", "C", "H", "H", "H", "C", "H", "H", "H", "C", "H", "H", "H", "C", "H", "H", "H", "C", "C", "C", "C", "C", "C", "C", "C", "H", "H", "H", "H", "H", "H", "H", "H", "H", "H", "H", "H", "P", "C", "C", "P", "C", "C", "C", "H", "H", "H", "H", "H", "H", "H", "H", "H", "H", "H", "H", "H", "H", "C", "Si", "C", "C", "H", "H", "H", "H", "H", "H", "H", "H", "H"], "coordinates": [[-0.43238, -1.47911, 0.34854], [-1.86036, -0.98747, 3.32881], [-2.80748, -0.27501, 2.53949], [-2.96743, -2.50478, 1.97977], [-1.96031, -2.37112, 2.99656], [-3.47126, -1.20658, 1.69490], [-0.98196, -0.42556, 4.38225], [-0.78279, 0.64299, 4.20854], [-0.02612, -0.96736, 4.43984], [-1.46822, -0.50926, 5.36971], [-1.19747, -3.48920, 3.59856], [-0.41702, -3.08291, 4.25746], [-0.73545, -4.13599, 2.83280], [-1.84641, -4.12545, 4.22689], [-3.42873, -3.77768, 1.37553], [-4.25218, -4.22122, 1.96462], [-2.62576, -4.52851, 1.31531], [-3.82827, -3.58468, 0.36891], [-4.56256, -0.90475, 0.73449], [-5.54644, -1.07450, 1.20407], [-4.50573, -1.55441, -0.15163], [-4.53446, 0.14824, 0.41565], [-3.15540, 1.16753, 2.67902], [-4.00705, 1.30094, 3.37166], [-3.45997, 1.59580, 1.71106], [-2.31392, 1.74089, 3.09425], [3.76956, 3.09519, -1.31196], [3.20076, 3.87414, -0.37706], [2.58628, 5.21674, -0.60244], [1.94181, 5.46561, -2.00179], [0.99012, 4.41536, -2.45472], [1.28283, 3.29053, -3.12360], [2.63344, 2.86737, -3.59822], [3.85522, 3.37374, -2.77406], [3.33412, 6.01700, -0.44267], [2.72868, 5.66816, -2.73874], [1.81649, 5.38383, 0.16666], [4.03583, 4.43087, -2.99706], [4.31372, 2.19565, -1.02167], [3.27919, 3.59783, 0.67577], [4.73114, 2.82117, -3.15378], [2.66913, 1.76322, -3.62328], [0.47229, 2.62965, -3.44692], [2.78875, 3.18795, -4.64669], [1.35985, 6.40176, -1.90415], [-0.05188, 4.68241, -2.26015], [1.19351, 0.24646, 0.55512], [2.78398, -0.41513, 1.09170], [0.89746, 1.80537, 1.42734], [-0.81914, -0.01245, -1.46265], [0.92165, 0.65182, -1.24364], [-1.86837, 1.45611, -1.30936], [-1.25690, -0.85033, -2.99529], [2.86900, -1.49737, 0.91162], [2.86540, -0.24873, 2.17607], [3.59666, 0.12062, 0.58392], [1.53399, 2.59566, 0.98280], [1.18716, 1.66216, 2.47854], [-0.15534, 2.11796, 1.38225], [-0.84292, -0.27071, -3.83194], [-2.35642, -0.84386, -3.06706], [-0.91377, -1.89656, -3.03906], [1.65904, 0.19721, -1.91884], [0.95357, 1.72513, -1.43232], [-2.88743, 1.16879, -1.61061], [-1.47948, 2.21781, -2.01450], [-1.89239, 1.87691, -0.29329], [1.80480, -3.01949, -1.76562], [0.50647, -3.63758, -0.53308], [-0.89133, -4.57598, -1.36424], [1.21170, -4.65759, 0.87824], [2.35099, -3.86420, -2.24045], [1.34111, -2.44997, -2.59926], [2.56323, -2.38414, -1.26293], [-0.49536, -5.24112, -2.14503], [-1.41758, -5.20822, -0.64349], [-1.60477, -3.89129, -1.83490], [1.99199, -5.34630, 0.52488], [1.65893, -4.00906, 1.64413], [0.42837, -5.29096, 1.32044]], "lowdin_charge": [0.5242, -0.2850, -0.2794, -0.2650, -0.2624, -0.2879, -0.0692, 0.0575, 0.0640, 0.0909, -0.0525, 0.0717, 0.0477, 0.0942, -0.0554, 0.0941, 0.0626, 0.0700, -0.0639, 0.0903, 0.0637, 0.0587, -0.0638, 0.0911, 0.0540, 0.0583, -0.1099, -0.1332, -0.1708, -0.1901, -0.1008, -0.1549, -0.1783, -0.1884, 0.1285, 0.1032, 0.1111, 0.1033, 0.0976, 0.0951, 0.1176, 0.1007, 0.0910, 0.1280, 0.1196, 0.1076, 0.7739, -0.2198, -0.2028, 0.7611, -0.4331, -0.2082, -0.2224, 0.0408, 0.0700, 0.0546, 0.0257, 0.0651, 0.0521, 0.0635, 0.0714, 0.0366, 0.0664, 0.0174, 0.0634, 0.0511, 0.0492, -0.2306, 0.4285, -0.2136, -0.2196, 0.0485, 0.0196, 0.0172, 0.0436, 0.0285, 0.0175, 0.0406, 0.0271, 0.0317]}

=====

{"formula": "C26H50OP2SiTi", "method": "wB97M-V/def2-TZVPD", "total_charge": 2, "fmax_ev_per_a": 6.940, "elements": ["Ti", "C", "C", "C", "C", "C", "C", "H", "H", "H", "C", "H", "H", "H", "C", "H", "H", "H", "C", "H", "H", "H", "C", "H", "H", "H", "C", "C", "C", "C", "C", "C", "C", "C", "H", "H", "H", "H", "H", "H", "H", "H", "H", "H", "H", "H", "P", "C", "C", "P", "C", "C", "C", "H", "H", "H", "H", "H", "H", "H", "H", "H", "H", "H", "H", "H", "H", "C", "Si", "C", "C", "O", "H", "H", "H", "H", "H", "H", "H", "H", "H"], "coordinates": [[0.90460, -0.77957, 0.54783], [-0.96866, -1.36323, 2.06318], [-0.65021, -2.35598, 1.07565], [1.18976, -2.08813, 2.49408], [0.11967, -1.26715, 2.97483], [0.70536, -2.83501, 1.35643], [-2.29794, -0.71405, 2.25882], [-2.90419, -0.74998, 1.34457], [-2.18898, 0.34745, 2.53109], [-2.90085, -1.18816, 3.05947], [0.11583, -0.60119, 4.29460], [-0.88586, -0.24111, 4.54736], [0.81568, 0.24365, 4.28251], [0.43908, -1.27043, 5.10653], [2.51689, -2.24604, 3.15758], [2.67590, -3.30982, 3.39295], [2.54752, -1.67739, 4.10001], [3.35343, -1.91317, 2.51721], [1.44302, -3.94731, 0.70336], [2.02610, -4.50876, 1.44268], [2.20170, -3.56028, 0.01135], [0.76849, -4.59737, 0.12976], [-1.56741, -2.83268, 0.00532], [-1.22787, -3.79178, -0.39061], [-1.68273, -2.16588, -0.86287], [-2.57926, -2.95522, 0.40500], [-3.16461, 2.73656, 0.47245], [-4.26203, 1.97201, 0.60794], [-4.71654, 0.93899, -0.39423], [-5.01536, 1.51348, -1.82626], [-3.91807, 1.38499, -2.85493], [-2.75829, 0.81442, -2.46385], [-2.03912, 1.36544, -1.29881], [-2.44759, 2.80149, -0.84496], [-5.64920, 0.49370, -0.02000], [-5.27501, 2.57388, -1.73553], [-4.06121, 0.05492, -0.42225], [-3.06026, 3.27600, -1.62743], [-2.84987, 3.43836, 1.25979], [-4.95561, 2.05798, 1.47117], [-1.55738, 3.45296, -0.76538], [-2.11545, 0.66148, -0.48117], [-2.50649, -0.21594, -2.80028], [-0.94024, 1.49383, -1.40312], [-5.93366, 1.00168, -2.16623], [-4.07767, 1.83693, -3.83539], [0.29422, 0.30035, -2.69696], [0.32669, 1.95662, -3.53869], [-0.12035, -0.68733, -4.23207], [1.92571, -1.47904, -1.30531], [2.06323, -0.11990, -2.57201], [1.27748, -2.92722, -2.26808], [3.68860, -1.71612, -0.97789], [1.10427, 2.61417, -3.12053], [-0.63463, 2.49784, -3.47483], [0.53784, 1.82394, -4.60974], [0.49488, -0.32308, -5.08149], [-1.18428, -0.54530, -4.47351], [0.05795, -1.76261, -4.07820], [4.21009, -0.90112, -1.49199], [4.00705, -2.68556, -1.38077], [3.92577, -1.65198, 0.09198], [2.57877, 0.78186, -2.18788], [2.49596, -0.45472, -3.52876], [1.63249, -3.84585, -1.78162], [1.64124, -2.95021, -3.30939], [0.17082, -2.95375, -2.26033], [4.29442, 2.29131, 1.04759], [2.56566, 2.01924, 1.75623], [2.72902, 1.83507, 3.62306], [1.41443, 3.42040, 1.20566], [1.95549, 0.60453, 1.18656], [4.72346, 3.23038, 1.42545], [4.28436, 2.33845, -0.05248], [4.95480, 1.46519, 1.35203], [3.42055, 2.59519, 4.01480], [1.77542, 1.94713, 4.15180], [3.15210, 0.85108, 3.88011], [1.31657, 3.43590, 0.10658], [0.40200, 3.33119, 1.63589], [1.85255, 4.37945, 1.52455]], "lowdin_charge": [0.9690, -0.2124, -0.2690, -0.2440, -0.1897, -0.2951, -0.0005, 0.0661, 0.0985, 0.1257, 0.0184, 0.0990, 0.0648, 0.1184, 0.0109, 0.1082, 0.0938, 0.0963, -0.0260, 0.1099, 0.0280, 0.1032, -0.0115, 0.0884, 0.0811, 0.1078, -0.1067, -0.1115, -0.1865, -0.1512, -0.0748, -0.1813, -0.3023, -0.1628, 0.1127, 0.1197, 0.0891, 0.1193, 0.1087, 0.1183, 0.1074, 0.0716, 0.1053, -0.0033, 0.1332, 0.1226, 0.8419, -0.2125, -0.2356, 0.7533, -0.4927, -0.2031, -0.2023, 0.0555, 0.0569, 0.0581, 0.0675, 0.0436, 0.0172, 0.0652, 0.0774, 0.0509, 0.0724, 0.0867, 0.0456, 0.0769, 0.0499, -0.1553, 0.3574, -0.1500, -0.1494, -0.3860, 0.0503, 0.0303, 0.0388, 0.0533, 0.0261, 0.0350, 0.0269, 0.0324, 0.0504]}

=====

Which energy above the lowest of the compared OMol25 structures with the same formula, charge and spin belongs to each record? In order, 1.1154 0.0511 eV.